# C3H6NO2S

The ion C3H6NO2S with charge -1 (ωB97M-V with the def2-TZVPD basis set, the OMol25 dataset).

Total charge = -1
ΔE to the lowest compared entry with this formula, charge and spin = 3.866 eV
Molar mass = 120.15 g/mol
SMILES string = C=[S@@](=O)([O-])/N=C/C
Calculated total energy = -721.266550 hartree
Gap between HOMO and LUMO = 7.729 eV

Structure (XYZ):
```
13
Properties=species:S:1:pos:R:3:forces:R:3:lowdin_charge:R:1
S -1.5554 0.0670 0.0613 1.5 -2.3 0.8 0.526
O -2.1439 -1.2889 -0.0224 -1.2 1.3 0.0 -0.443
O -1.4519 0.5752 1.4731 -0.7 0.2 -2.4 -0.444
N 0.0328 -0.5570 -0.3460 -0.5 0.3 -0.5 -0.072
C 2.2927 -0.6463 0.3677 1.4 2.1 1.6 -0.095
C 0.9035 -0.1483 0.4402 0.5 1.7 0.6 -0.349
C -1.6953 1.2049 -1.2342 -1.9 1.5 2.5 -0.318
H 2.4493 -1.1674 1.3314 0.5 -0.1 -0.7 0.077
H -2.6561 1.7619 -0.9505 1.3 0.3 0.4 -0.020
H 2.3143 -1.2162 -0.4829 0.3 -2.2 -1.7 0.023
H 3.1444 0.1169 0.1657 -1.6 -0.7 0.9 0.097
H -2.2211 0.6838 -1.9716 -0.1 -1.8 -1.8 -0.079
H 0.5866 0.6143 1.1682 0.6 -0.3 0.3 0.096
```
Forces are in eV/Å.

# C44H35IN5O7S4Tl

A structure of composition C44H35IN5O7S4Tl (ωB97M-V with the def2-TZVPD basis set, the OMol25 dataset).

Total charge = -2
ΔE to the lowest compared entry with this formula, charge and spin = 0.348 eV
Molar mass = 1205.35 g/mol
Calculated total energy = -4561.218467 hartree
Gap between HOMO and LUMO = 6.491 eV

Structure (XYZ):
```
97
Properties=species:S:1:pos:R:3:forces:R:3:lowdin_charge:R:1
Tl 0.6126 -0.2810 -0.2436 0.7 -0.2 -0.2 0.706
I -3.0330 1.5519 0.9759 0.0 0.0 0.0 0.914
S -1.7183 -3.3039 -5.0406 0.0 -0.1 0.0 0.628
S 1.1545 -1.4614 -2.7556 0.0 0.3 -0.1 0.779
S -1.0711 -3.2135 3.2382 0.0 -0.1 0.0 0.865
S -1.0713 -1.8559 0.6349 -0.2 0.2 0.2 0.652
O -1.2592 -3.9986 -6.2159 0.0 0.0 0.1 -0.315
O -1.6269 2.7278 -5.5845 0.0 0.0 0.0 -0.066
O -3.0711 -2.7992 -5.0723 0.1 0.0 -0.1 -0.322
O 4.5825 0.5673 0.1232 0.0 0.0 -0.1 0.029
O 2.0228 -2.0343 0.8125 -0.1 0.1 -0.2 -0.192
O 2.7146 0.1974 -1.0752 -0.1 0.0 -0.1 -0.176
O 0.6342 1.8799 -0.6225 -0.1 0.0 0.1 -0.164
N -1.5575 0.6610 -1.6666 -0.1 0.0 -0.1 0.017
N 2.1821 3.6761 -3.2852 0.1 0.0 0.1 0.114
N -0.6760 -2.1049 -4.6103 0.1 0.0 -0.1 -0.095
N 0.8142 0.1002 2.2381 -0.2 -0.2 0.1 0.004
N 0.3906 -1.0765 2.8370 0.0 0.0 -0.1 -0.048
C 0.3987 2.3905 -4.2353 0.0 0.1 0.0 -0.158
C 1.4537 -7.4749 3.0744 0.0 0.0 0.0 -0.109
C 1.8943 3.2166 -2.0885 0.0 0.0 0.0 -0.257
C -1.6734 -6.0097 -1.9786 0.0 0.0 0.0 -0.075
C -4.7854 -0.5218 -0.3453 0.0 0.1 0.0 -0.170
C 3.0805 -0.7086 2.5074 -0.1 0.0 0.0 -0.130
C 4.6879 0.7191 -2.2395 0.0 0.0 0.0 -0.109
C 2.7037 3.7037 -0.9272 0.0 0.0 0.1 -0.014
C -0.0896 -2.3689 -3.4671 -0.1 -0.2 0.2 -0.773
C -2.0453 -5.4948 -3.2159 -0.1 0.0 0.0 -0.049
C -3.1622 -0.9828 -2.5429 0.1 0.0 0.1 -0.018
C 0.8333 2.2831 -1.8420 -0.1 0.0 -0.2 -0.306
C 1.8693 -7.3495 1.7578 0.0 0.0 0.0 -0.108
C 1.0046 -6.3573 3.7671 0.0 0.0 0.0 -0.062
C 6.0531 0.9834 -2.2090 0.0 0.0 0.0 -0.032
C -2.7698 -0.0411 -1.5931 -0.1 0.0 0.0 -0.368
C -0.7651 -5.3358 -1.1649 -0.1 -0.1 0.1 -0.056
C -0.4318 -1.8530 2.2597 0.1 0.1 0.0 -1.055
C -0.5519 -3.6347 -2.8093 -0.1 0.0 0.1 -0.226
C 4.0799 -2.7607 1.6938 0.0 0.0 0.0 -0.016
C 0.9621 -5.1089 3.1567 0.0 0.0 0.0 -0.281
C -5.1545 -1.4630 -1.2955 0.0 0.0 0.0 -0.097
C 1.3740 -4.9899 1.8299 0.0 0.0 0.0 -0.041
C -1.1353 1.0774 -2.8016 0.0 0.1 0.2 -0.092
C 2.0911 0.3388 2.3391 0.0 0.0 -0.1 -0.295
C 6.0706 1.2576 -4.5965 0.0 0.0 0.0 -0.117
C 2.5166 1.7647 2.1842 0.0 0.0 0.0 -0.018
C 1.4652 3.2476 -4.3372 -0.1 0.0 -0.1 -0.125
C 3.9506 0.4621 -0.9293 0.1 0.1 0.1 -0.583
C 5.2155 -1.4535 3.3797 0.0 0.1 0.0 -0.124
C -4.3412 -1.6925 -2.3961 0.0 0.0 0.0 -0.069
C 2.9938 -1.8387 1.6259 0.0 0.0 0.2 -0.372
C -1.4752 -4.2969 -3.5921 0.0 0.0 -0.1 -0.228
C -0.3796 2.0286 -5.4720 0.0 0.0 0.0 -0.208
C 4.7081 0.9970 -4.6308 0.0 0.0 0.0 -0.085
C -3.5990 0.1788 -0.4882 0.0 -0.1 -0.1 -0.678
C 4.2063 -0.5191 3.3128 0.0 0.0 0.0 -0.055
C -0.1860 -4.1409 -1.5711 0.1 0.0 -0.2 -0.052
C 5.1321 -2.5826 2.5545 0.0 0.0 0.0 -0.109
C 4.0183 0.7282 -3.4568 0.0 0.0 0.0 -0.030
C 6.7442 1.2493 -3.3810 0.0 0.0 0.0 -0.107
C 1.8293 -6.1036 1.1429 0.1 0.0 0.0 -0.090
C 0.0443 1.9071 -2.9533 0.1 -0.1 0.0 -0.091
C 0.4770 -3.9047 3.9106 0.0 0.0 0.1 -0.413
H 5.9263 -3.3223 2.5794 0.0 0.0 0.0 0.090
H 3.5099 1.8235 1.7460 0.0 0.0 0.0 0.070
H -4.5973 -2.4290 -3.1465 0.0 0.0 0.0 0.093
H 1.3521 -4.0186 1.3419 0.0 0.0 0.0 0.090
H 0.2824 -4.1620 4.9525 0.0 0.0 0.0 0.066
H 2.5219 2.2266 3.1782 0.0 0.0 0.0 0.087
H 1.7639 3.6331 -5.3076 0.0 0.0 0.0 0.103
H 0.6831 -6.4556 4.7988 0.0 0.0 0.0 0.101
H -5.4111 -0.3390 0.5182 0.0 0.0 0.0 0.082
H 3.4533 4.4063 -1.2854 0.0 0.0 0.0 0.076
H 6.6067 1.4734 -5.5142 0.0 0.0 0.0 0.086
H 3.1925 2.8732 -0.4161 0.0 0.0 0.0 0.060
H -1.7044 0.8440 -3.7080 0.0 0.0 0.0 0.124
H -2.1245 2.5858 -4.7734 0.0 0.0 0.0 0.066
H -2.7603 -6.0024 -3.8506 0.0 0.0 0.0 0.112
H -2.5224 -1.1772 -3.3918 0.0 0.0 0.0 0.073
H 2.0608 4.1892 -0.1877 0.0 0.0 0.0 0.082
H 4.0389 -3.6184 1.0335 0.0 0.0 0.0 0.105
H 2.9546 0.5277 -3.4750 0.0 0.0 0.0 0.067
H -2.1023 -6.9438 -1.6365 0.0 0.0 0.0 0.097
H -0.5152 -5.7483 -0.1950 0.0 0.0 0.0 0.094
H -6.0728 -2.0224 -1.1646 0.0 0.0 0.0 0.094
H 0.5172 -3.5943 -0.9519 0.0 -0.1 0.0 0.065
H -0.5331 0.9461 -5.5361 0.0 0.0 0.0 0.114
H 1.2035 -3.0907 3.8934 0.0 0.0 0.0 0.077
H 7.8087 1.4539 -3.3487 0.0 0.0 0.0 0.087
H 0.1910 2.3331 -6.3493 0.0 0.0 0.0 0.112
H 2.1628 -5.9924 0.1170 0.0 0.0 0.0 0.109
H 4.2680 0.3863 3.9082 0.0 0.0 0.0 0.108
H 2.2261 -8.2155 1.2130 0.0 0.0 0.0 0.091
H 1.7949 2.2967 1.5648 0.0 0.0 0.0 0.067
H 6.0662 -1.3072 4.0334 0.0 0.0 0.0 0.079
H 1.4801 -8.4405 3.5661 0.0 0.0 0.0 0.089
H 6.5469 0.9750 -1.2457 0.0 0.0 0.0 0.108
H 4.1729 1.0090 -5.5730 0.0 0.0 0.0 0.097
```
Forces are in eV/Å.

# C6H8N2

The molecule C6H8N2 (ωB97M-V with the def2-TZVPD basis set, the OMol25 dataset).

ΔE to the lowest compared entry with this formula, charge and spin = 5.479 eV
Molar mass = 108.14 g/mol
SMILES string = Nc1cc2n(c1)CC2
Calculated total energy = -342.732597 hartree
Gap between HOMO and LUMO = 9.103 eV

Structure (XYZ):
```
16
Properties=species:S:1:pos:R:3:forces:R:3:lowdin_charge:R:1
N 0.8242 -0.2453 0.3805 0.9 3.3 0.6 -0.058
N 0.0019 1.9664 -2.0469 -4.2 1.8 -3.0 0.065
C 0.5961 -0.8216 1.7674 5.0 -2.2 -3.1 -0.118
C -0.0484 -1.0451 -0.2194 -4.7 1.5 -0.4 -0.187
C -0.2763 1.0151 -1.1425 2.4 -1.7 1.0 -0.463
C 0.6333 1.0821 -0.1195 5.2 -1.8 2.3 -0.078
C -0.4153 -1.6017 1.1721 -3.0 -7.1 -2.0 -0.167
C -0.8607 -0.2533 -1.1746 -1.1 -4.0 0.1 0.006
H -0.4631 -2.8582 1.2631 0.2 3.5 0.1 0.169
H 0.6743 2.6084 -1.6429 -0.8 0.7 -0.5 0.077
H -1.2857 -1.1828 1.5860 -2.0 -0.1 -0.4 0.091
H 1.7729 1.5467 -0.1680 -3.4 -0.1 0.0 0.169
H -1.7870 -0.7886 -1.7426 2.6 1.9 1.2 0.139
H -0.9954 2.2886 -2.3326 2.8 0.6 -0.1 0.145
H 1.4235 -1.4885 1.9693 0.7 0.8 1.0 0.125
H 0.2057 -0.2222 2.4506 -0.6 3.0 3.1 0.084
```
Forces are in eV/Å.

# C28H58Br22O2P

A structure of composition C28H58Br22O2P (ωB97M-V with the def2-TZVPD basis set, the OMol25 dataset).

Total charge = -1
Molar mass = 2215.63 g/mol
Calculated total energy = -58221.754059 hartree
Gap between HOMO and LUMO = 2.996 eV

Structure (XYZ):
```
111
Properties=species:S:1:pos:R:3:forces:R:3:lowdin_charge:R:1
Br 9.3560 3.9013 -3.3421 0.0 0.0 0.1 0.589
Br -0.3475 -0.7482 -4.5984 -0.3 -0.1 -2.6 0.804
Br -2.2939 3.2706 -6.2140 -0.2 0.1 0.0 0.650
Br 1.7876 3.0791 7.4267 0.1 0.0 0.0 0.688
Br -0.3392 4.5119 4.8566 -0.1 0.0 0.0 0.596
Br 7.3046 -4.8077 4.5308 0.0 0.0 0.1 0.606
Br -1.1329 3.1603 -2.7207 -0.2 0.0 -0.2 0.616
Br 0.3205 0.2709 3.5607 0.0 0.0 0.0 0.616
Br -3.0403 1.9763 4.7667 0.0 0.0 0.0 0.638
Br -1.6954 -0.7911 -8.1627 0.0 0.0 0.0 0.604
Br -2.6385 6.1005 8.7860 0.0 0.1 0.1 0.640
Br -3.2344 -2.7572 -11.4254 0.0 0.0 0.1 0.599
Br -6.0246 6.4949 10.2133 0.0 0.0 -0.1 0.604
Br 5.8646 4.2167 -2.1437 0.0 0.1 -0.1 0.635
Br 1.6864 3.7351 -0.5721 0.1 -0.1 0.1 0.603
Br 2.3341 -2.9370 0.4594 -0.2 -0.1 0.2 0.669
Br -1.5312 -2.3475 1.7468 0.1 0.0 0.0 0.646
Br -0.3627 2.3369 10.3096 0.0 0.0 -0.1 0.604
Br 3.9236 0.8034 -0.9566 0.1 0.0 -0.1 0.619
Br 3.7545 -4.4491 5.4950 0.0 0.1 -0.1 0.623
Br -6.6836 -2.6478 -10.1014 0.0 0.0 -0.1 0.614
Br 0.9150 -5.7312 2.3831 0.0 0.0 0.0 0.616
P -0.2755 -1.9576 -1.7758 -0.3 -1.5 1.4 0.679
O 1.1725 -2.0709 -2.6773 -0.1 0.3 -0.1 -0.495
O -5.2718 -1.3308 -5.2557 0.5 0.0 -0.1 -0.193
C -4.1488 -1.6715 -3.1540 0.6 -0.3 -0.5 -0.196
C 1.5451 2.0230 10.0687 -0.1 0.1 0.2 -0.689
C -1.4121 3.7724 6.3031 0.1 0.1 -0.1 -0.769
C 2.4470 2.5502 0.7694 0.0 0.2 0.0 -0.685
C -4.5204 -0.6702 -4.2401 -0.7 0.0 0.8 -0.234
C -5.0730 -0.8346 -6.5564 -0.2 0.1 -0.1 -0.141
C -0.1160 3.3906 -4.3561 0.0 0.1 0.2 -0.679
C -0.2642 -0.2389 -1.0503 0.5 -0.1 -0.6 -0.311
C 0.5583 -0.4627 -6.4047 0.2 0.9 0.7 -0.629
C 2.5472 -5.6475 1.3243 0.0 -0.1 0.2 -0.686
C 6.6934 2.8313 -3.2231 -0.2 -0.1 0.1 -0.689
C -1.6755 2.3051 6.1111 -0.2 -0.1 0.1 -0.715
C -0.6679 -2.4171 3.4806 -0.2 -0.1 -0.2 -0.721
C 3.8626 2.1594 0.4331 0.0 -0.2 0.1 -0.691
C 4.6369 -5.8552 4.4866 -0.2 0.0 0.2 -0.702
C -3.9160 4.7521 9.3584 0.2 0.0 -0.2 -0.690
C -0.8609 4.2517 -5.3449 0.1 -0.1 -0.2 -0.690
C -5.8314 -3.9588 -11.2548 -0.2 0.0 0.2 -0.711
C -0.2789 0.3067 -7.3903 0.3 -0.1 -0.1 -0.710
C 6.0049 -6.1644 5.0324 0.2 0.0 -0.2 -0.697
C 3.2438 -4.3204 1.4786 0.2 0.3 -0.2 -0.722
C 2.1994 3.1544 9.3218 0.1 -0.1 -0.2 -0.682
C 8.0963 2.5298 -2.7724 0.1 0.0 -0.2 -0.697
C -5.3290 5.1352 9.0094 -0.1 0.0 0.2 -0.697
C -2.8494 -1.2943 -2.3949 -0.7 -0.4 -0.2 -0.370
C -1.6653 -2.1147 -2.9133 0.5 0.9 1.7 -0.615
C -4.3990 -4.2055 -10.8621 0.2 0.0 -0.2 -0.701
C -0.8446 -1.1339 4.2474 0.2 0.0 0.1 -0.686
H -2.7048 -0.2171 -2.5232 0.1 0.0 0.2 0.067
H 8.1800 2.4573 -1.6933 0.0 0.0 0.0 0.049
H 0.3137 0.6297 -8.2468 -0.1 0.0 0.0 0.044
H -4.9681 -1.6735 -7.2469 -0.1 0.0 0.0 0.059
H 4.6649 -5.5299 3.4522 0.1 0.0 0.0 0.021
H -5.4178 5.5304 8.0028 0.0 0.0 0.0 0.052
H -4.9875 -1.8584 -2.4793 -0.1 0.2 0.0 0.099
H -1.0439 0.4186 -1.4272 0.0 0.1 0.1 -0.022
H 4.3449 1.7011 1.2944 -0.1 0.0 0.0 0.058
H 2.2637 -5.8481 0.2960 0.0 0.1 0.0 0.054
H 1.7792 1.6969 0.8534 0.0 0.0 0.0 0.031
H -3.6288 -0.1694 -4.6251 0.1 -0.2 -0.2 0.100
H 6.3800 -7.0933 4.6087 0.0 0.0 0.0 0.057
H 0.3772 -2.6523 3.2983 0.0 0.0 0.0 0.016
H -4.0192 -5.0933 -11.3631 0.0 0.0 0.0 0.054
H -0.5522 -1.2659 5.2884 0.0 0.0 0.0 0.057
H -4.2697 -4.3107 -9.7896 -0.1 0.0 0.0 0.054
H -0.2040 4.5718 -6.1513 0.1 0.0 0.0 0.054
H -5.9325 -0.2266 -6.8665 0.0 0.0 -0.1 0.079
H 6.6459 3.1669 -4.2538 0.1 0.0 0.0 0.051
H 0.7186 0.1956 -1.2675 -0.1 0.2 -0.1 -0.002
H 8.4500 1.6083 -3.2287 0.0 0.0 0.0 0.057
H -1.3104 5.1213 -4.8766 0.0 0.0 0.0 0.043
H 2.4262 3.1204 1.6961 0.0 0.0 0.0 0.055
H -3.9561 -2.6067 -3.6854 0.0 -0.1 0.1 0.099
H -1.8581 -0.7484 4.2016 0.0 0.0 -0.1 0.012
H 1.8792 4.1290 9.6759 0.0 0.0 0.0 0.053
H -1.1379 -3.2435 4.0107 0.0 0.0 0.1 0.053
H 0.8175 -1.4549 -6.7608 0.0 0.0 0.1 0.035
H 0.8094 3.8795 -4.0550 0.0 0.0 0.0 0.053
H -5.9920 4.2809 9.1247 0.0 0.0 0.0 0.059
H 3.9865 -6.7231 4.5768 0.0 0.0 0.0 0.063
H 3.2825 3.0810 9.3912 0.0 0.0 0.0 0.057
H -3.0822 -1.4819 -1.3272 0.1 0.3 0.1 0.075
H 1.4728 0.0993 -6.1969 0.0 0.0 -0.2 0.038
H -1.9143 -3.1742 -2.7944 0.0 -0.1 -0.4 0.011
H 1.6436 1.0723 9.5553 0.0 0.0 0.0 0.051
H 6.0174 -6.2268 6.1154 0.0 0.0 0.0 0.047
H 4.2536 -4.3730 1.0723 0.0 -0.1 0.0 0.058
H -5.1807 0.0851 -3.7879 0.2 0.3 -0.1 0.118
H -6.4169 -4.8685 -11.1392 0.0 0.0 0.0 0.053
H 6.0596 1.9556 -3.0951 0.0 0.0 0.0 0.031
H 1.9530 1.9390 11.0734 0.0 0.0 0.0 0.056
H 3.2878 -3.9840 2.5111 0.0 -0.1 0.0 0.006
H -0.3072 -0.3555 0.0307 -0.3 0.1 0.0 -0.040
H -3.6306 3.8432 8.8308 0.0 0.0 0.0 0.051
H 1.8856 -1.6721 -2.1729 0.1 0.0 0.2 -0.046
H -0.7688 1.1640 -6.9402 0.0 -0.1 0.0 -0.047
H -3.7695 4.6136 10.4246 0.0 0.0 0.0 0.050
H 4.4584 2.9967 0.0861 0.0 0.0 0.0 -0.012
H -2.3209 4.3628 6.3512 0.0 0.0 -0.1 0.013
H 3.1697 -6.4607 1.6948 0.0 0.0 0.0 0.041
H -0.7918 1.7573 5.7960 0.0 0.0 0.0 -0.009
H -0.8277 3.9354 7.2038 0.0 0.0 0.0 -0.028
H -4.1722 -0.2266 -6.6464 0.0 0.0 0.1 0.030
H -5.9255 -3.5918 -12.2716 0.0 0.0 0.0 0.045
H -2.0652 1.8704 7.0302 0.0 0.0 0.0 0.050
H 0.1052 2.3930 -4.7309 -0.1 0.0 0.0 0.023
```
Forces are in eV/Å.

# C8H11CeNPS

A structure of composition C8H11CeNPS (ωB97M-V with the def2-TZVPD basis set, the OMol25 dataset).

Total charge = +1
Molar mass = 324.34 g/mol
Calculated total energy = -1580.358259 hartree
Gap between HOMO and LUMO (spin up / spin down) = 4.116 / 4.107 eV

Structure (XYZ):
```
23
Properties=species:S:1:pos:R:3:forces:R:3:lowdin_charge:R:1
Ce -0.2327 -0.9270 1.9305 -0.7 0.6 -0.8 1.024
S 0.4081 1.6693 1.7851 0.6 0.6 -0.3 1.001
P 1.0118 -2.8721 0.0478 1.1 -1.6 -0.9 0.728
N 2.0721 -0.3311 1.7161 0.8 0.8 0.2 -0.205
C -2.2270 0.6168 -0.8944 0.5 0.3 -0.5 -0.218
C 2.0710 0.1188 3.0529 -1.0 1.0 -1.7 -0.237
C -1.7007 1.7932 -2.8220 0.0 -1.1 1.3 -0.110
C -1.2671 -0.1566 -1.6485 0.3 0.7 0.1 -0.224
C 1.1888 1.1716 3.2899 0.3 -1.2 -0.3 -0.351
C -0.9271 0.5825 -2.8166 -0.1 0.4 0.3 -0.156
C 1.3820 0.4938 0.8338 -0.6 -0.7 2.2 -0.519
C -2.5082 1.7950 -1.6282 0.8 -0.2 0.0 -0.150
H -3.2018 2.5766 -1.3126 0.3 -0.3 -0.2 0.084
H 0.7888 -4.2681 0.3037 -0.1 0.5 0.0 -0.090
H 2.7673 -0.2969 3.7831 -0.4 -0.2 -0.2 0.140
H 1.1031 -3.0434 -1.3636 -0.4 0.4 0.4 -0.067
H 1.3362 0.4131 -0.2603 0.2 0.3 0.5 0.099
H -0.9060 -1.1484 -1.3915 -0.2 -0.1 -0.2 0.013
H 2.4233 -2.9682 0.2154 -0.4 0.2 0.2 -0.077
H -1.6881 2.5919 -3.5645 0.0 -0.4 0.2 0.087
H -2.6740 0.3107 0.0413 -0.5 -0.1 0.1 0.040
H -0.1828 0.2561 -3.5603 -0.6 0.3 0.4 0.084
H 0.9630 1.6225 4.2631 0.1 0.0 -0.6 0.104
```
Forces are in eV/Å.

# C4H8N2O

The molecule C4H8N2O (ωB97M-V with the def2-TZVPD basis set, the OMol25 dataset).

ΔE to the lowest compared entry with this formula, charge and spin = 3.898 eV
Molar mass = 100.12 g/mol
SMILES string = NN=C=CCCO
Calculated total energy = -341.860402 hartree
Gap between HOMO and LUMO = 9.947 eV

Structure (XYZ):
```
15
Properties=species:S:1:pos:R:3:forces:R:3:lowdin_charge:R:1
O -1.5556 -1.4927 -1.6356 -0.1 -0.2 -0.3 -0.073
N 2.1329 0.6785 1.3923 -0.4 -0.4 -0.4 -0.015
N 1.3588 1.1017 2.5260 0.1 0.2 0.5 -0.009
C -0.6537 0.3188 -0.4482 -0.1 0.1 -0.1 -0.189
C 0.3039 -0.6003 0.2675 0.2 0.0 0.1 -0.096
C 1.4044 -0.0823 0.7428 -0.1 0.2 0.3 -0.145
C -0.9721 -0.2162 -1.8269 0.1 0.4 -0.1 -0.286
H -1.6029 -1.9375 -2.4876 -0.1 0.0 0.1 0.088
H -1.5796 0.3967 0.1374 0.1 -0.1 -0.1 0.123
H -1.6537 0.4650 -2.3577 0.0 -0.1 0.1 0.116
H 1.1174 0.2680 3.0519 -0.1 0.2 0.1 0.074
H 0.0286 -1.6344 0.4370 0.2 0.0 -0.2 0.108
H -0.2264 1.3257 -0.5112 -0.1 -0.2 0.0 0.123
H -0.0331 -0.2838 -2.3974 -0.2 -0.1 0.0 0.122
H 1.9310 1.6927 3.1096 0.3 0.0 0.0 0.060
```
Forces are in eV/Å.

- What is the calculated total energy in the fourth record?
  -58221.754059 hartree

- The highest molar mass belongs to which entry?
  C28H58Br22O2P

- Among the records above, which one has the highest calculated total energy?
  C4H8N2O